Record 1
Computed, not measured: 2 unconnected molecules or ions with the total composition C4H3Br2N in a non-equilibrium geometry, with ωB97M-V/def2-TZVPD.

Element x y z (Å)
C1 0.152 -1.175 0.697
C2 -0.678 -0.153 1.136
C3 0.724 -0.745 -0.512
C4 -0.582 0.863 0.174
N1 0.254 0.463 -0.793
Br1 -1.450 2.500 0.144
Br2 1.125 1.726 -2.868
H1 0.334 -2.117 1.174
H2 -1.286 -0.117 2.017
H3 1.408 -1.246 -1.168

Computed properties:
**Relative energy (zero: lowest compared OMol25 entry of this formula, charge and spin)**: 0.000 eV
**HOMO-LUMO gap (alpha / beta)**: 7.92 / 6.47 eV
**LUMO energy (alpha / beta)**: -1.5845 / -2.8280 eV
**E_tot**: -145768.892 eV

---

Record 2
Computed, not measured: 2 unconnected molecules or ions with the total composition C3H7BrFNO2S in a non-equilibrium geometry, with ωB97M-V/def2-TZVPD.

Element x y z (Å)
C1 -0.293 -1.278 -1.034
C2 -0.999 0.034 -0.779
C3 2.923 1.297 0.847
N1 -0.052 1.085 -0.999
O1 1.010 -0.468 1.825
O2 0.642 1.915 1.753
F1 3.772 0.400 0.486
S1 1.156 0.779 1.065
Br1 -0.557 2.764 -0.611
H1 -0.262 -1.985 -0.160
H2 -0.679 -1.817 -1.898
H3 0.755 -1.211 -1.306
H4 -1.788 0.193 -1.533
H5 -1.532 0.047 0.274
H6 2.950 2.112 0.037
H7 3.182 1.721 1.833

Computed properties:
**Relative energy (zero: lowest compared OMol25 entry of this formula, charge and spin)**: 1.302 eV
**HOMO-LUMO gap (alpha / beta)**: 7.67 / 7.83 eV
**LUMO energy (alpha / beta)**: -1.7089 / -1.4375 eV
**E_tot**: -92400.093 eV

---

Record 3
Computed, not measured: a molecular structure, C5H8O2 in a non-equilibrium geometry, with ωB97M-V/def2-TZVPD.

Element x y z (Å)
O1 -0.122 -2.247 -0.211
C1 0.494 -1.032 -0.611
C2 0.528 -0.080 0.537
C3 -0.916 0.278 1.096
C4 -0.834 1.163 -0.106
O2 -1.306 0.723 -1.186
C5 0.641 1.392 -0.033
H1 -0.469 -2.665 -1.005
H2 1.466 -1.208 -1.078
H3 -0.353 0.072 -1.650
H4 1.221 -0.246 1.370
H5 -1.670 -0.505 1.060
H6 -0.845 0.761 2.070
H7 1.161 1.520 -0.983
H8 1.006 2.074 0.729

Computed properties:
**Relative energy (zero: lowest compared OMol25 entry of this formula, charge and spin)**: 4.774 eV
**HOMO-LUMO gap (alpha / beta)**: 8.09 / 8.09 eV
**LUMO energy (alpha / beta)**: 0.4261 / 0.4264 eV
**E_tot**: -9405.058 eV

---

Record 4
Computed, not measured: a molecular structure, C45H62Ge2N5O5S3Ti, with ωB97M-V/def2-TZVPD.

Element x y z (Å)
Ti1 0.266 -0.330 -0.684
O1 1.577 -0.070 0.780
S1 3.010 -0.225 1.354
C1 3.931 1.083 0.512
C2 3.202 2.418 0.489
C3 3.629 3.299 -0.691
C4 2.468 4.131 -1.220
S2 1.171 2.989 -1.821
O2 -0.814 0.084 -1.967
C5 0.462 3.913 -3.162
C6 -0.086 5.175 -2.946
C7 -0.643 5.873 -4.006
C8 -0.674 5.309 -5.275
C9 -0.132 4.050 -5.486
C10 0.446 3.355 -4.433
C11 2.924 0.362 3.015
C12 3.733 -0.316 3.919
C13 3.730 0.085 5.246
C14 2.908 1.127 5.649
C15 2.088 1.778 4.733
C16 2.088 1.403 3.400
H1 4.064 0.692 -0.501
H2 4.904 1.098 1.006
H3 3.325 2.951 1.432
H4 2.133 2.205 0.406
H5 3.989 2.677 -1.515
H6 4.457 3.949 -0.399
H7 2.773 4.732 -2.075
H8 2.063 4.793 -0.454
H9 -0.075 5.611 -1.955
H10 -1.060 6.857 -3.839
H11 -1.113 5.856 -6.099
H12 -0.144 3.611 -6.475
H13 0.892 2.382 -4.598
H14 4.337 -1.158 3.601
H15 4.347 -0.435 5.966
H16 2.892 1.425 6.689
H17 1.441 2.580 5.064
H18 1.449 1.893 2.676
C17 2.762 -3.346 -0.483
C18 2.197 -3.262 -1.898
Ge1 1.737 -1.430 -2.520
C19 3.438 -0.800 -3.294
C20 3.448 0.533 -4.032
C21 0.586 -1.707 -4.099
C22 -0.660 -1.391 -4.479
Ge2 -1.941 -0.419 -3.354
C23 -2.565 1.296 -4.029
C24 -3.360 1.256 -5.335
C25 -3.393 -1.348 -2.400
C26 -3.765 -2.797 -2.719
C27 -1.142 -1.671 -5.861
C28 -2.489 -1.926 -6.107
C29 -2.952 -2.190 -7.388
C30 -2.068 -2.182 -8.455
C31 -0.727 -1.899 -8.233
C32 -0.269 -1.642 -6.951
H19 3.023 -4.370 -0.212
H20 2.046 -2.994 0.266
H21 3.670 -2.747 -0.379
H22 1.329 -3.912 -2.010
H23 2.940 -3.620 -2.617
H24 3.690 -1.610 -3.986
H25 4.201 -0.839 -2.511
H26 4.319 0.617 -4.683
H27 3.459 1.382 -3.347
H28 2.560 0.644 -4.659
H29 1.165 -2.246 -4.855
H30 -1.698 1.950 -4.126
H31 -3.182 1.712 -3.225
H32 -2.760 0.872 -6.160
H33 -3.698 2.257 -5.605
H34 -4.247 0.624 -5.255
H35 -4.265 -0.703 -2.543
H36 -3.131 -1.257 -1.341
H37 -3.935 -2.970 -3.779
H38 -4.684 -3.070 -2.200
H39 -2.996 -3.500 -2.402
H40 -3.199 -1.928 -5.288
H41 -4.001 -2.397 -7.550
H42 -2.423 -2.382 -9.457
H43 -0.035 -1.869 -9.064
H44 0.773 -1.393 -6.798
O3 -0.034 -8.007 6.052
S3 0.450 -6.879 5.299
O4 -0.013 -5.577 5.740
O5 1.848 -6.921 4.904
C33 -0.320 -7.040 3.653
N1 -0.626 -8.234 3.134
C34 -1.068 -8.251 1.887
C35 -1.205 -7.103 1.108
C36 -0.870 -5.922 1.744
N2 -0.448 -5.894 2.999
C37 -0.868 -4.577 1.123
C38 -0.592 -3.489 1.965
C39 -0.431 -2.248 1.426
N3 -0.555 -2.015 0.095
C40 -0.896 -3.041 -0.709
C41 -1.057 -4.323 -0.235
H45 -1.320 -9.224 1.478
H46 -1.554 -7.161 0.086
H47 -0.465 -3.677 3.025
H48 -0.170 -1.397 2.041
H49 -0.990 -2.818 -1.765
H50 -1.289 -5.117 -0.931
C42 -1.289 3.587 3.323
C43 -1.545 3.258 1.856
C44 -3.029 2.956 1.637
C45 -1.099 4.419 0.976
N4 -0.677 2.084 1.571
N5 -0.921 1.449 0.315
H51 -1.835 4.484 3.612
H52 -0.226 3.766 3.494
H53 -1.618 2.774 3.975
H54 -3.637 3.784 2.003
H55 -3.335 2.059 2.182
H56 -3.274 2.830 0.580
H57 -1.685 5.308 1.210
H58 -1.241 4.205 -0.086
H59 -0.045 4.641 1.147
H60 -0.866 1.386 2.285
H61 -0.737 2.135 -0.419
H62 -1.904 1.189 0.208

Computed properties:
**Charge**: +1
**Relative energy (zero: lowest compared OMol25 entry of this formula, charge and spin)**: 0.000 eV
**HOMO-LUMO gap (alpha / beta)**: 4.68 / 4.68 eV
**LUMO energy (alpha / beta)**: -4.2134 / -4.2161 eV
**E_tot**: -234006.111 eV

---

Record 5
Computed, not measured: a molecular structure, C5H14I2OSi2 in a non-equilibrium geometry, with ωB97M-V/def2-TZVPD.

Element x y z (Å)
C1 -1.516 2.032 1.955
C2 -1.214 -0.132 -2.027
C3 -1.093 -2.811 -0.304
C4 1.582 -1.368 -1.199
C5 2.130 2.267 0.899
O1 -0.332 -0.305 0.684
Si1 -0.140 0.754 1.840
Si2 -0.249 -1.168 -0.757
I1 3.900 1.065 1.057
I2 1.641 2.844 -1.118
H1 -1.345 2.724 2.773
H2 -1.590 2.610 1.036
H3 -2.476 1.547 2.120
H4 -0.744 -0.171 -3.004
H5 -2.239 -0.471 -2.146
H6 -1.245 0.913 -1.729
H7 -0.644 -3.251 0.582
H8 -2.152 -2.675 -0.101
H9 -1.005 -3.531 -1.110
H10 1.699 -1.856 -2.162
H11 2.076 -0.404 -1.263
H12 2.120 -1.959 -0.462
H13 2.307 3.179 1.457
H14 0.528 0.165 2.980

Computed properties:
**Relative energy (zero: lowest compared OMol25 entry of this formula, charge and spin)**: 0.000 eV
**HOMO-LUMO gap**: 7.61 eV
**LUMO energy**: 0.0144 eV
**E_tot**: -39417.524 eV

---

Record 6
Computed, not measured: 10 unconnected molecules or ions with the total composition C38H68N4O18S6 in a non-equilibrium geometry, with ωB97M-V/def2-TZVPD.

Element x y z (Å)
C1 -6.897 -2.856 -2.565
C2 -5.407 -3.038 -2.829
O1 -4.837 -1.887 -2.269
S1 -3.185 -1.802 -1.971
C3 -2.667 -1.149 -3.612
O2 -3.004 -0.745 -0.987
O3 -2.673 -3.138 -1.769
H1 -7.512 -3.695 -2.891
H2 -7.366 -1.949 -2.944
H3 -7.087 -2.855 -1.492
H4 -5.102 -3.981 -2.374
H5 -5.164 -3.117 -3.888
H6 -1.686 -0.679 -3.551
H7 -3.466 -0.441 -3.830
H8 -2.696 -1.989 -4.306
C4 -4.740 2.302 7.619
C5 -3.587 1.338 7.215
O4 -3.543 1.326 5.799
S2 -2.941 -0.092 5.026
C6 -1.204 0.418 4.885
O5 -3.112 -1.214 5.936
O6 -3.532 -0.087 3.676
H9 -4.927 2.235 8.691
H10 -5.674 2.069 7.108
H11 -4.420 3.307 7.347
H12 -2.675 1.791 7.602
H13 -3.753 0.339 7.619
H14 -1.135 1.457 4.561
H15 -0.688 -0.185 4.138
H16 -0.748 0.315 5.869
C7 -3.491 -3.895 2.679
C8 -2.458 -3.768 1.535
O7 -1.121 -3.954 2.007
S3 -0.719 -5.439 2.752
C9 0.961 -5.664 2.035
O8 -0.710 -5.263 4.199
O9 -1.569 -6.492 2.157
H17 -4.445 -3.521 2.308
H18 -3.184 -3.354 3.574
H19 -3.592 -4.946 2.949
H20 -2.720 -4.473 0.746
H21 -2.467 -2.759 1.123
H22 0.816 -5.603 0.956
H23 1.316 -6.604 2.455
H24 1.449 -4.816 2.514
C10 -0.673 -6.261 -2.022
C11 0.152 -5.034 -2.000
O10 1.524 -5.448 -2.204
S4 2.712 -4.465 -1.542
C12 2.689 -3.070 -2.787
O11 2.322 -3.985 -0.233
O12 3.929 -5.243 -1.698
H25 -0.247 -7.101 -1.472
H26 -0.925 -6.563 -3.038
H27 -1.630 -5.969 -1.590
H28 -0.199 -4.401 -2.816
H29 0.060 -4.544 -1.031
H30 3.456 -3.243 -3.541
H31 2.877 -2.099 -2.327
H32 1.745 -3.095 -3.331
C13 -3.277 2.944 2.404
C14 -3.255 2.416 0.993
O13 -2.806 3.469 0.155
S5 -3.180 3.557 -1.518
C15 -1.895 2.372 -2.004
O14 -4.519 3.006 -1.749
O15 -2.804 4.914 -1.978
H33 -3.887 3.839 2.527
H34 -2.322 3.185 2.872
H35 -3.878 2.277 3.022
H36 -2.527 1.630 0.793
H37 -4.257 2.142 0.662
H38 -1.260 2.115 -1.156
H39 -1.367 2.893 -2.803
H40 -2.324 1.460 -2.418
C16 5.469 2.951 1.069
C17 4.256 2.071 1.533
O16 4.395 1.667 2.889
S6 3.083 1.854 3.878
C18 3.930 1.185 5.444
O17 2.760 3.315 4.020
O18 2.056 0.899 3.460
H41 5.318 3.177 0.013
H42 6.388 2.377 1.187
H43 5.508 3.862 1.666
H44 3.366 2.692 1.443
H45 4.162 1.242 0.832
H46 3.202 1.230 6.254
H47 4.850 1.713 5.696
H48 4.228 0.148 5.284
C19 0.441 5.328 -0.072
C20 0.169 5.016 1.242
C21 1.189 5.162 2.140
N1 2.417 5.594 1.782
C22 2.694 5.895 0.504
C23 1.694 5.770 -0.476
H49 -0.344 5.239 -0.808
H50 -0.797 4.638 1.542
H51 0.932 5.024 3.180
H52 3.660 6.325 0.285
H53 1.880 6.151 -1.469
C24 0.317 0.684 0.984
C25 0.021 -0.678 0.787
C26 0.256 -1.181 -0.499
N2 0.827 -0.490 -1.572
C27 1.158 0.795 -1.287
C28 0.891 1.407 -0.082
H54 0.254 1.034 2.003
H55 -0.340 -1.267 1.618
H56 -0.044 -2.190 -0.739
H57 1.504 1.450 -2.073
H58 1.022 2.460 0.119
C29 4.756 0.010 -1.998
C30 6.130 0.247 -1.918
C31 6.870 0.290 -3.095
N3 6.296 0.304 -4.344
C32 4.983 0.021 -4.392
C33 4.183 0.037 -3.275
H59 4.234 0.094 -1.057
H60 6.555 0.141 -0.931
H61 7.909 0.582 -3.057
H62 4.650 -0.211 -5.393
H63 3.105 0.072 -3.325
C34 3.009 2.393 -6.356
C35 1.927 2.358 -5.450
C36 0.642 2.116 -5.821
N4 0.287 1.633 -7.041
C37 1.390 1.611 -7.912
C38 2.734 1.979 -7.656
H64 3.999 2.584 -5.969
H65 2.101 2.625 -4.418
H66 -0.088 2.228 -5.032
H67 1.173 1.236 -8.902
H68 3.510 1.948 -8.407

Computed properties:
**Structure (SMILES)**: CCOS(C)(=O)=O.CCOS(C)(=O)=O.CCOS(C)(=O)=O.CCOS(C)(=O)=O.CCOS(C)(=O)=O.CCOS(C)(=O)=O.c1ccncc1.c1ccncc1.c1ccncc1.c1ccncc1
**Relative energy (zero: lowest compared OMol25 entry of this formula, charge and spin)**: 2.592 eV
**HOMO-LUMO gap**: 9.68 eV
**LUMO energy**: 0.0534 eV
**E_tot**: -148328.935 eV